1.
ORCA calculation (ωB97M-V/def2-TZVPD) on a structure of composition C25H27BNO5PPdS.

```
62
C25H27BNO5PPdS, DFT ωB97M-V/def2-TZVPD
Pd -0.10560 -0.14003 0.64464
O 1.17574 -1.53714 -0.75908
S 1.62220 -2.86919 0.32947
O 3.02128 -3.02992 0.27886
O 0.91618 -2.45102 1.49294
C 0.79640 -4.12126 -0.58209
C 0.90436 -5.45506 -0.22604
C 0.19351 -6.36869 -0.99293
C -0.58627 -5.94484 -2.06897
C -0.66224 -4.60303 -2.41615
C 0.03961 -3.68003 -1.65384
P 0.18791 -1.92982 -1.97965
C 0.98398 -1.60431 -3.51016
C 0.22659 -1.51358 -4.68095
C 0.88341 -1.37136 -5.89026
C 2.27188 -1.32322 -5.92837
C 3.01949 -1.41995 -4.76137
C 2.38135 -1.56648 -3.54063
C -1.38860 -1.17660 -1.79164
C -1.70546 0.02793 -2.42994
C -2.96027 0.58244 -2.24328
C -3.88812 -0.04999 -1.42570
C -3.57771 -1.24650 -0.78710
C -2.33433 -1.82042 -0.97279
H 1.51671 -5.77281 0.60741
H 0.25222 -7.42150 -0.75366
H -1.13328 -6.67485 -2.64986
H -1.25405 -4.28839 -3.26652
H -0.85589 -1.54717 -4.65282
H 0.31108 -1.29679 -6.80471
H 2.77574 -1.21180 -6.87920
H 4.09949 -1.38357 -4.80233
H 2.96059 -1.64229 -2.63067
H -0.96781 0.52736 -3.04235
H -3.21861 1.50780 -2.74006
H -4.86975 0.38622 -1.29340
H -4.31270 -1.73874 -0.16485
H -2.10203 -2.76650 -0.49812
N -2.11904 1.77281 1.96453
C -1.36567 1.05820 1.47338
H -2.76902 2.39955 2.40243
C 0.23448 4.38534 -1.13257
C 1.42699 3.51602 -0.77715
C 2.59564 4.35246 -0.30783
O 0.98873 2.65776 0.35155
B 0.59673 1.51389 -0.20844
O 0.85086 1.34287 -1.53719
C 1.77608 2.46055 -1.87371
C 1.48321 2.89225 -3.29274
C 3.18269 1.90468 -1.74547
H -0.06343 4.95501 -0.25375
H -0.61619 3.78586 -1.46293
H 0.49041 5.08991 -1.92327
H 2.25986 5.05468 0.45351
H 3.00221 4.92902 -1.14029
H 3.38798 3.73965 0.11539
H 0.43230 3.13787 -3.43130
H 1.75549 2.09318 -3.98357
H 2.07796 3.77025 -3.54939
H 3.39286 1.57036 -0.72839
H 3.92016 2.65952 -2.01680
H 3.29616 1.06194 -2.42707
```

Output
HOMO-LUMO gap	9.07	eV
net charge	+2
energy above the lowest of the compared OMol25 structures with the same formula, charge and spin	0.0	kcal/mol
lowest unoccupied orbital energy	-6.26	eV
2S+1	1

2.
ORCA calculation (ωB97M-V/def2-TZVPD) on the molecule C13H18N2O4.

```
37
C13H18N2O4, DFT ωB97M-V/def2-TZVPD
C 2.72193 0.92167 1.25941
C 2.43602 0.33720 -0.17657
O 3.58021 0.22065 -1.00076
C 1.78684 -1.05380 -0.09121
N 0.47869 -1.05232 0.55408
C -0.49963 -0.83983 -0.33041
O -0.24307 -0.53077 -1.46331
C -1.88214 -1.04267 0.23060
N -1.97148 -2.17846 1.14313
C -2.23819 0.23135 1.07537
C -2.46445 1.29344 0.13139
C -3.51743 1.34391 -0.61935
C -3.60256 2.27414 -1.53813
C -2.51961 3.03799 -1.95078
C -1.37569 3.00805 -1.19132
C -1.42346 2.16790 -0.07755
C 2.68508 -1.93283 0.74756
O 3.88002 -1.80532 0.77498
O 2.23622 -2.96543 1.41737
H 1.57548 1.30438 1.60525
H 3.31175 1.89316 1.27776
H 3.08189 0.18050 2.16008
H 1.77591 1.12190 -0.73778
H 4.20972 -0.20879 -0.32172
H 1.63369 -1.38169 -1.09031
H 0.24563 -1.19020 1.60184
H -2.58845 -1.12878 -0.63831
H -2.66988 -1.89050 1.85154
H -2.14506 -3.11404 0.76628
H -1.45534 0.45039 1.78034
H -3.14552 -0.11776 1.81504
H -4.49729 0.70535 -0.40987
H -4.46199 2.27657 -2.29091
H -2.63996 3.61481 -2.98643
H -0.51829 3.64666 -1.34187
H -0.61626 1.92592 0.72833
H 3.08615 -3.30455 1.70994
```

Output
HOMO-LUMO gap	9.77	eV
energy above the lowest of the compared OMol25 structures with the same formula, charge and spin	92.2	kcal/mol
lowest unoccupied orbital energy	0.58	eV
2S+1	1

3.
ORCA calculation (ωB97M-V/def2-TZVPD) on a cluster of 7 separate species, C7H28N14O7 in total.

```
56
C7H28N14O7, DFT ωB97M-V/def2-TZVPD
N -9.69865 -8.37500 10.96907
C -9.61115 -9.58801 11.55722
N -10.80238 -10.09879 11.44490
O -8.66144 -10.02828 12.17589
H -10.62192 -8.09333 10.67182
H -8.93874 -7.71072 11.00605
H -10.99336 -11.05857 11.69482
H -11.43529 -9.50557 10.92758
N -11.64881 -15.93940 9.83713
C -12.20019 -15.78070 10.94331
N -12.78662 -16.82470 11.38408
O -12.21773 -14.71396 11.57186
H -11.87222 -16.76054 9.29314
H -11.32278 -15.07734 9.42402
H -12.65079 -17.60890 10.76224
H -13.39805 -16.78766 12.18712
N -12.63330 -10.96336 6.88711
C -12.38612 -12.15246 6.46118
N -13.40216 -12.87553 6.47030
O -11.33313 -12.63809 6.06718
H -13.50369 -10.83471 7.38306
H -11.92401 -10.24780 6.95777
H -13.20711 -13.86298 6.55402
H -14.27211 -12.37007 6.55861
N -3.65246 -16.30517 9.54705
C -3.58437 -17.45491 10.03918
N -2.38361 -17.60405 10.52565
O -4.55103 -18.17987 9.98345
H -2.97269 -15.62028 9.84527
H -4.59929 -15.97103 9.43774
H -2.16749 -18.55979 10.77047
H -1.67067 -16.88915 10.55285
N -6.28733 -12.50958 10.20809
C -6.64109 -12.56985 8.97577
N -7.87319 -12.50590 8.94165
O -5.91837 -12.75456 8.04586
H -5.35092 -12.64051 10.56319
H -6.97773 -12.31769 10.91987
H -8.41294 -12.41848 9.79084
H -8.43107 -12.58125 8.10309
N -2.34325 -11.41356 4.46988
C -1.78264 -10.45882 5.06251
N -2.32348 -10.13080 6.20874
O -0.89716 -9.86763 4.52305
H -1.91295 -11.56458 3.56870
H -3.25504 -11.75014 4.74458
H -1.89083 -9.28215 6.54446
H -2.66320 -10.88851 6.78369
N -2.49081 -10.98232 13.24305
C -2.55209 -12.21486 13.58562
N -2.12634 -12.90622 12.57323
O -2.66845 -12.57160 14.76891
H -2.15305 -10.73057 12.32510
H -2.78846 -10.33860 13.96217
H -1.69749 -13.81438 12.68016
H -1.79690 -12.30784 11.82925
```

Output
HOMO-LUMO gap	9.35	eV
energy above the lowest of the compared OMol25 structures with the same formula, charge and spin	177.2	kcal/mol
lowest unoccupied orbital energy	-0.11	eV
2S+1	1

4.
ORCA calculation (ωB97M-V/def2-TZVPD) on the molecule C2H3N2OP.

```
9
C2H3N2OP, DFT ωB97M-V/def2-TZVPD
P -1.51366 -0.39452 -0.58110
C 0.28316 -0.38321 -0.33367
N 1.00571 -1.37997 -0.03332
N 2.47398 -0.76569 -0.08126
C 2.24078 0.43012 -0.40955
O 0.95112 0.77573 -0.59119
H -1.76716 0.46527 0.48955
H -1.69235 -1.54422 0.17838
H 2.98663 1.19338 -0.54115
```

Output
HOMO-LUMO gap	11.00	eV
energy above the lowest of the compared OMol25 structures with the same formula, charge and spin	30.6	kcal/mol
lowest unoccupied orbital energy	0.81	eV
2S+1	1

5.
ORCA calculation (ωB97M-V/def2-TZVPD) on a cluster of 2 separate species, C10H13ClO2S in total.

```
27
C10H13ClO2S, DFT ωB97M-V/def2-TZVPD
C -1.57557 2.09687 -0.30466
C -0.51690 2.66610 0.34931
C -1.47532 0.79807 -0.83030
C 0.77352 2.05179 0.39051
C -0.85719 -1.79773 1.40886
C -0.71698 -0.54068 1.04085
C -0.31556 -0.04048 -0.35165
C 0.96516 0.77865 -0.00699
C -0.10569 -1.18798 -1.33658
C 2.26855 0.08130 -0.09486
O -3.97317 -1.52334 -0.77465
O -4.63479 0.78461 -1.33916
S -3.82311 -0.10715 -0.54988
Cl -4.35814 0.25343 1.53168
H -2.46712 2.67429 -0.49684
H -0.60055 3.67562 0.72456
H -1.88509 0.58736 -1.80646
H 1.61276 2.65992 0.69533
H -1.15914 -2.02865 2.41600
H -0.70676 -2.63932 0.75664
H -0.90138 0.25929 1.74485
H 0.65943 -1.88171 -1.00417
H 0.17122 -0.79683 -2.31265
H -1.04188 -1.73249 -1.44030
H 2.43941 -0.24388 -1.12447
H 2.27861 -0.80921 0.53493
H 3.07914 0.74163 0.20511
```

Output
HOMO-LUMO gap (alpha / beta)	6.45 / 6.45	eV
energy above the lowest of the compared OMol25 structures with the same formula, charge and spin	51.5	kcal/mol
lowest unoccupied orbital energy (alpha / beta)	-2.00 / -2.00	eV
2S+1	1

6.
ORCA calculation (ωB97M-V/def2-TZVPD) on a cluster of 2 separate species, C3H7BO2 in total.

```
13
C3H7BO2, DFT ωB97M-V/def2-TZVPD
C -0.23870 -0.04317 -0.81984
C 0.76407 -0.80065 -0.26457
C 0.56446 -2.27434 -0.07743
H -1.35989 -0.51210 -0.82687
H -0.33866 1.08989 -0.82086
H 1.73828 -0.39662 -0.21500
H 1.49506 -2.78659 -0.52069
H -0.31268 -2.58809 -0.79969
H 0.31051 -2.54698 0.94428
O -0.12996 4.28782 0.99092
B -0.80861 3.33907 0.69145
O -0.58233 2.05331 0.90835
H -1.10155 1.17846 0.80994
```

Output
HOMO-LUMO gap	9.57	eV
energy above the lowest of the compared OMol25 structures with the same formula, charge and spin	67.6	kcal/mol
lowest unoccupied orbital energy	-0.44	eV
2S+1	1

7.
ORCA calculation (ωB97M-V/def2-TZVPD) on a cluster of 2 separate species, C13H27BCl2NO6S in total.

```
51
C13H27BCl2NO6S, DFT ωB97M-V/def2-TZVPD
C 3.02304 1.56311 2.90308
C 1.65459 1.73353 2.26813
C 0.52175 1.84585 3.30073
N 1.52247 1.81709 1.01958
C 0.72945 0.77952 0.25343
C -0.64050 1.42244 -0.05146
C -1.82153 0.45165 -0.21672
C -3.18273 1.18462 -0.08465
C -4.22709 0.48350 0.78264
S -4.41474 -1.28688 0.49692
O -3.97642 -1.70216 -0.78927
O -5.79311 -1.61716 0.71926
O -3.57995 -1.99315 1.68892
C 0.73385 -0.54666 1.04619
O 0.37624 -1.50784 0.04312
B 1.06906 -0.98901 -1.15431
C 2.15232 -1.96620 -1.91598
Cl 1.21672 -3.39018 -2.55203
C 3.30302 -2.53272 -1.06940
C 2.84667 -3.47624 0.05765
Cl 4.25692 -1.16081 -0.38810
O 1.45967 0.41286 -0.86512
H 3.20023 2.44175 3.53931
H 3.79721 1.47001 2.15200
H 2.98683 0.71898 3.59320
H -0.37488 2.28801 2.88090
H 0.35572 0.87723 3.77650
H 0.89088 2.53256 4.06734
H -0.52924 1.97528 -0.98473
H -0.89461 2.15878 0.71434
H -1.76342 -0.40736 0.45239
H -1.77117 0.05586 -1.22758
H -3.60305 1.35089 -1.07431
H -2.97595 2.16589 0.35039
H -5.20824 0.89147 0.55190
H -4.05978 0.61872 1.85230
H -3.20030 -1.27740 2.22652
H 0.00461 -0.68743 1.84798
H 1.76842 -0.81184 1.28761
H 0.16935 -0.87171 -2.01478
H 2.57335 -1.44315 -2.77312
H 3.95705 -3.11623 -1.71640
H 1.78174 -3.68153 0.01125
H 3.36581 -4.43347 0.02710
H 3.04600 -2.98529 1.00854
C -0.21299 1.98695 -4.62692
O -0.24971 1.53974 -3.28495
H -0.88501 2.83901 -4.72069
H 0.79945 2.30089 -4.90234
H -0.54490 1.19582 -5.30768
H 0.34685 0.78238 -3.19872
```

Output
HOMO-LUMO gap	6.81	eV
net charge	-1
lowest unoccupied orbital energy	2.36	eV
2S+1	1

8.
ORCA calculation (ωB97M-V/def2-TZVPD) on a structure of composition C32H40BN9O7S3Sr.

```
93
C32H40BN9O7S3Sr, DFT ωB97M-V/def2-TZVPD
Sr -0.26380 -0.30070 0.11079
C -3.75247 1.30110 -1.76695
C -3.97088 0.47248 -0.50098
C -5.43751 0.10713 -0.31935
C -3.41795 1.17675 0.70732
C -4.05249 1.56178 1.89827
C -3.04892 2.14688 2.64534
N -1.90947 2.09433 1.94307
N -2.13075 1.50940 0.75004
B -0.56377 2.77883 2.26910
N 0.38174 1.86031 3.06189
C 1.37223 2.28343 3.85960
C 2.00768 1.17540 4.37631
C 1.31257 0.08158 3.82268
N 0.33790 0.51063 3.02102
C 1.54600 -1.38104 4.07146
C 2.58117 -1.60195 5.16905
C 0.23906 -2.10891 4.37366
N 0.15478 3.18298 0.95814
C 0.15086 4.37750 0.35221
C 1.02356 4.33495 -0.70889
C 1.54365 3.02886 -0.67984
N 0.99189 2.33098 0.31370
C 2.66783 2.50248 -1.52536
C 3.91624 3.36111 -1.28674
C 2.99707 1.04534 -1.26262
H -4.06184 0.74254 -2.65372
H -4.33847 2.22401 -1.72475
H -2.70486 1.58555 -1.88028
H -3.42389 -0.47639 -0.57481
H -6.05429 1.00063 -0.18104
H -5.80386 -0.42453 -1.19934
H -5.56256 -0.54508 0.54553
H -5.08194 1.41631 2.17532
H -3.06032 2.59747 3.62412
H -0.79363 3.77533 2.92119
H 1.54571 3.33816 4.00264
H 2.83810 1.15068 5.06095
H 1.93497 -1.81517 3.14632
H 2.26294 -1.15340 6.11599
H 2.72178 -2.67240 5.33332
H 3.54964 -1.17787 4.89483
H -0.20447 -1.73447 5.30305
H -0.47797 -1.97181 3.56433
H 0.42372 -3.18084 4.48050
H -0.45604 5.17816 0.74258
H 1.27659 5.13134 -1.38875
H 2.38614 2.61075 -2.57183
H 4.24921 3.26266 -0.24960
H 4.73029 3.03947 -1.94127
H 3.72076 4.41750 -1.47687
H 3.21557 0.87673 -0.20737
H 2.18568 0.38709 -1.56896
H 3.87285 0.76114 -1.85159
S -2.18863 -2.03984 1.39140
C -1.55012 -3.62389 0.93169
C -2.47497 -4.66837 0.79536
C -2.10989 -5.96031 0.45625
C -0.76958 -6.24802 0.23365
C 0.16413 -5.23215 0.35419
C -0.18215 -3.91887 0.69867
S 1.14877 -2.75336 0.82538
H -3.51893 -4.43114 0.96228
H -2.86970 -6.72892 0.36158
H -0.45003 -7.24931 -0.03602
H 1.21294 -5.43855 0.17691
C 5.92651 0.33892 1.54585
S 4.46015 -0.65886 1.84860
C 4.57213 -1.73492 0.41318
H 6.80673 -0.28973 1.39910
H 6.09273 0.97074 2.41744
H 5.79546 0.98033 0.67120
H 4.60965 -1.14736 -0.50151
H 3.67588 -2.35649 0.39802
H 5.45301 -2.37713 0.47611
O -3.17686 0.41994 -7.76358
N -3.29531 -0.35252 -6.82042
O -4.17651 -1.19707 -6.75150
C -2.40030 -0.20227 -5.70107
C -1.39365 0.75812 -5.74979
C -0.53621 0.87649 -4.69361
C -0.65552 0.14803 -3.44097
O -0.01064 0.44011 -2.42387
C -1.66483 -0.89125 -3.53948
C -2.51804 -1.04142 -4.60212
N -1.83438 -1.83620 -2.43863
O -0.92975 -1.90967 -1.62141
O -2.84395 -2.50822 -2.40298
N 0.58070 1.79763 -4.87549
O 1.66095 1.46732 -4.43063
O 0.37053 2.84691 -5.46689
H -1.27221 1.38709 -6.61863
H -3.27420 -1.81097 -4.57166
```

Output
HOMO-LUMO gap	4.69	eV
net charge	-2
energy above the lowest of the compared OMol25 structures with the same formula, charge and spin	0.0	kcal/mol
lowest unoccupied orbital energy	3.49	eV
2S+1	1

9.
ORCA calculation (ωB97M-V/def2-TZVPD) on a structure of composition C22H26ClORu.

```
51
C22H26ClORu, DFT ωB97M-V/def2-TZVPD
Ru 0.04032 -0.02666 0.76829
C 2.00926 0.09096 1.41764
C 2.51740 -0.62159 0.28118
C 2.41104 0.20760 -0.85511
H 2.97638 -1.60080 0.34030
C 1.79508 1.42142 -0.47910
C 1.53138 1.38843 0.93385
H 1.29170 2.24820 1.58306
H 2.15378 -0.16698 2.47951
H 2.79352 -0.02707 -1.84372
H 1.58171 2.28041 -1.14197
C -2.12171 0.06754 0.95321
C -1.36286 1.27470 1.28742
C -1.09682 1.95516 0.05214
H -1.23706 1.67227 2.30240
C -1.81375 1.29786 -0.98163
C -2.42124 0.14173 -0.45229
H -3.02606 -0.58197 -0.98837
H -2.58248 -0.57898 1.68967
H -0.58420 2.91902 -0.02208
H -1.91979 1.67036 -1.99696
O 0.51572 -2.53630 -0.26940
C -0.31620 -0.40077 -4.54972
C 0.26532 -1.51682 -3.89914
C 0.47331 0.86808 -4.10701
C -1.84238 -0.42648 -4.26348
C 0.65484 -2.85172 -1.48635
H 1.40011 -1.56710 -3.75484
H -0.34155 -2.47607 -3.88921
H -0.20707 -3.29021 -2.10342
H 1.57950 -2.43040 -1.94154
H 0.68696 1.60337 -4.92897
H 1.47718 0.45379 -3.76387
H -0.11823 1.33115 -3.28441
H -2.47690 -0.61844 -5.16612
H -2.13268 0.54902 -3.78224
H -1.95494 -1.30659 -3.58719
Cl 0.12503 0.37918 3.96072
C -0.35104 -1.26012 4.19397
C -0.60741 -1.72233 5.48209
C -0.93803 -3.06532 5.65652
C -1.05418 -3.97401 4.58888
C -0.82721 -3.51120 3.31410
C -0.45882 -2.15816 3.14636
C -0.12640 -1.84529 1.77651
H -0.52327 -1.00501 6.27982
H -1.10929 -3.42371 6.66578
H -1.31368 -5.02722 4.73361
H -0.89876 -4.15418 2.42171
H 0.82280 -2.39221 1.64341
H -0.96623 -2.34198 1.27529
```

Output
HOMO-LUMO gap (alpha / beta)	2.36 / 6.61	eV
net charge	-2
lowest unoccupied orbital energy (alpha / beta)	5.18 / 4.95	eV
2S+1	6

Calculated total energy
In order: -62358.8171 -24940.8512 -42907.5213 -16437.1188 -38030.4331 -7994.6656 -64251.0336 -95595.6516 -40375.0337
Unit: eV